Entry 1:
The following is a DFT calculation (wB97M-V/def2-TZVPD) of a 2-piece molecular cluster, C9H14 overall.

The geometry in XYZ format:
```
23
C9H14 | the OMol25 dataset | wB97M-V/def2-TZVPD
C -2.00263 -0.32776 1.23970
C -1.11171 0.78093 0.82448
C -0.05723 1.30002 1.58594
C 0.85600 2.14137 1.02162
C 0.53734 2.76113 -0.18922
C -0.62573 2.42476 -0.85769
C -1.45903 1.36915 -0.38621
H -1.62045 -0.98494 2.06311
H -2.13494 -1.03632 0.36767
H -2.97929 0.03459 1.60012
H 0.12187 0.68713 2.49583
H 1.73047 2.37751 1.61521
H 1.01618 3.71014 -0.47090
H -0.88542 3.18821 -1.60101
H -2.34358 1.04900 -0.98468
C 1.01206 -1.90876 -0.67620
C 1.74818 -2.94327 -1.45802
H 0.20622 -2.19955 -0.02356
H 1.70403 -1.46379 0.04946
H 0.66780 -1.13445 -1.37678
H 2.17117 -3.75128 -0.80358
H 0.96104 -3.56264 -1.93405
H 2.48764 -2.51117 -2.10122
```

Calculated values
Structure (SMILES) ... Cc1ccccc1.CC
Molecular weight ... 122.2 g mol⁻¹
LUMO level ... 0.99 eV
HOMO energy ... -0.3304 Eh

Which charges does Mulliken predict for the atoms? In e, they are:
1 C -1.53
2 C 1.06
3 C -0.47
4 C -0.32
5 C -0.48
6 C -0.30
7 C -0.55
8 H 0.35
9 H 0.33
10 H 0.35
11 H 0.26
12 H 0.37
13 H 0.31
14 H 0.33
15 H 0.30
16 C -0.63
17 C -1.05
18 H 0.27
19 H 0.27
20 H 0.25
21 H 0.29
22 H 0.29
23 H 0.32

Entry 2:
The following is a DFT calculation (wB97M-V/def2-TZVPD) of a 4-piece molecular cluster, C4H15O4 overall.

The geometry in XYZ format:
```
23
C4H15O4 | the OMol25 dataset | wB97M-V/def2-TZVPD
C 1.05696 -1.55601 -0.64324
O 0.94384 -2.07991 0.66559
C 1.98810 -0.35003 -0.68614
C 1.43778 0.92782 -0.03681
C 2.54951 1.78496 0.59146
H 1.49780 -2.34956 -1.25443
H 0.06080 -1.30940 -1.02082
H 2.30763 -0.17066 -1.72364
H 2.87689 -0.70631 -0.12558
H 0.70094 0.60126 0.69816
H 0.94412 1.46623 -0.84343
H 2.13613 2.34912 1.42580
H 2.98947 2.50810 -0.09173
H 3.31398 1.12153 1.00726
H -1.70610 -0.69256 1.85053
H 0.19260 -1.61342 1.10907
O -1.21285 -0.47841 1.05231
H -2.93456 -0.92996 -0.84070
H -3.01642 0.52301 -0.71475
O -3.39550 -0.19274 -1.27211
H -1.74092 2.16712 -0.32366
H -1.73241 1.07370 0.78103
O -2.34198 1.73922 0.29524
```

Calculated values
Molecular weight ... 127.2 g mol⁻¹
LUMO level ... 3.76 eV
Total charge ... -1
HOMO energy ... -0.1728 Eh

Which charges does Mulliken predict for the atoms? In e, they are:
1 C -0.57
2 O -0.59
3 C -0.58
4 C 0.22
5 C -1.33
6 H 0.34
7 H 0.19
8 H 0.30
9 H 0.24
10 H 0.10
11 H 0.24
12 H 0.36
13 H 0.30
14 H 0.32
15 H 0.12
16 H 0.43
17 O -1.04
18 H 0.31
19 H 0.46
20 O -0.73
21 H 0.31
22 H 0.39
23 O -0.79

Entry 3:
The following is a DFT calculation (wB97M-V/def2-TZVPD) of C3H7NOS2 in the gas phase.

The geometry in XYZ format:
```
14
C3H7NOS2 | the OMol25 dataset | wB97M-V/def2-TZVPD
N 0.76392 1.83521 0.67552
C 0.12934 1.05501 -0.34663
C -0.51280 1.96308 -1.39425
O -1.44936 2.67362 -1.15126
C -0.91013 0.06737 0.21247
S -0.46172 -1.68156 -0.11013
S 1.27982 -1.87473 0.99153
H 1.71948 2.14482 0.58548
H 0.23739 2.50081 1.23627
H 0.94393 0.50484 -0.81692
H -0.06163 1.95103 -2.40463
H -1.85422 0.12477 -0.32477
H -1.08277 0.31400 1.25884
H 1.37568 -0.57209 1.32032
```

Calculated values
Structure (SMILES) ... N[C@H](C=O)CSS
Molecular weight ... 137.2 g mol⁻¹
LUMO level ... 0.44 eV
HOMO energy ... -0.3028 Eh

Which charges does Mulliken predict for the atoms? In e, they are:
1 N -0.49
2 C 0.26
3 C -0.29
4 O -0.46
5 C -0.88
6 S -0.04
7 S -0.20
8 H 0.20
9 H 0.18
10 H 0.48
11 H 0.34
12 H 0.35
13 H 0.37
14 H 0.18

Entry 4:
The following is a DFT calculation (wB97M-V/def2-TZVPD) of a 11-piece molecular cluster, C10H45ClN21O13P2S overall.

The geometry in XYZ format:
```
93
C10H45ClN21O13P2S | the OMol25 dataset | wB97M-V/def2-TZVPD
O 2.09821 -1.62459 1.28322
P 1.80583 0.02020 1.46669
Cl 2.15380 0.92084 -0.40379
N 0.02066 0.16830 1.84360
P -1.12005 -0.68322 0.73292
O -0.86717 -2.34058 0.72925
O -2.64516 -0.49794 1.43710
S -1.22061 0.08863 -1.02754
H 1.92564 -1.90113 0.36694
H -0.09915 -0.26264 2.78114
H -0.29520 1.15902 1.95580
H -1.43915 -2.66590 1.45554
H -2.45093 -0.36968 2.38500
C 4.37432 2.94528 -3.88858
O 5.58554 2.88832 -3.77697
N 3.52996 2.22149 -3.09144
N 3.75727 3.72967 -4.81468
H 2.53038 2.25050 -3.16488
H 3.95246 1.63082 -2.39979
H 4.35056 4.27758 -5.42416
H 2.76240 3.78895 -4.92255
C -0.26776 -5.70994 0.78427
O -0.97596 -5.21771 1.65768
N 0.33471 -4.93457 -0.15611
N -0.03630 -7.04336 0.69258
H 0.92027 -5.28455 -0.89088
H 0.16662 -3.94775 -0.09070
H -0.47283 -7.63467 1.38002
H 0.53880 -7.46346 -0.01343
C -5.67067 1.35254 2.92231
O -4.63474 1.60540 3.53567
N -6.90172 1.56564 3.43968
N -5.65156 0.83119 1.66340
H -7.75401 1.35958 2.95541
H -6.94976 1.94630 4.36626
H -4.74884 0.66656 1.25970
H -6.47211 0.60969 1.13244
C -0.05732 4.22939 0.49536
O -0.69333 3.36125 1.08812
N 1.23076 4.03334 0.11239
N -0.58740 5.44202 0.18158
H 1.79540 4.70775 -0.37119
H 1.60953 3.14351 0.34869
H -1.53998 5.61042 0.45486
H -0.08458 6.16336 -0.30164
C 4.53330 6.15748 -7.58372
O 5.24522 5.35950 -6.98476
N 3.63600 6.96071 -6.94616
N 4.58369 6.30588 -8.93313
H 3.04574 7.62048 -7.41611
H 3.57591 6.87923 -5.94799
H 5.23626 5.72942 -9.43362
H 4.01378 6.95175 -9.44526
C 4.84733 0.54175 -8.14793
O 5.39545 -0.49565 -8.48701
N 3.72400 1.01108 -8.76552
N 5.30759 1.31628 -7.12857
H 3.25826 1.85896 -8.50562
H 3.35628 0.46557 -9.52286
H 6.13251 1.00339 -6.65045
H 4.87011 2.17048 -6.83573
C 0.81008 8.28150 3.45690
O 1.63171 8.67571 4.26570
N 0.97658 7.12559 2.74914
N -0.34170 8.96028 3.19202
H 0.31587 6.77951 2.07839
H 1.81482 6.60237 2.92210
H -0.49535 9.81457 3.69591
H -1.03090 8.65497 2.53269
C -8.38867 -1.89753 3.46289
O -8.48967 -0.74630 3.86505
N -9.25373 -2.43634 2.55837
N -7.40296 -2.73409 3.88791
H -9.18995 -3.37623 2.21678
H -9.99446 -1.84716 2.22554
H -6.74856 -2.36914 4.55598
H -7.30013 -3.68036 3.57465
C -2.03880 -5.56406 5.54806
O -2.73760 -4.55944 5.61668
N -1.55781 -6.03642 4.36745
N -1.68743 -6.28644 6.64874
H -0.98332 -6.85427 4.28487
H -1.79898 -5.52485 3.53569
H -2.02646 -5.96384 7.53624
H -1.11779 -7.11012 6.61633
C 2.56167 -9.20067 2.70977
O 1.36205 -9.40953 2.82490
N 3.50191 -10.04367 3.21334
N 3.05185 -8.10468 2.06582
H 4.48903 -9.89247 3.13048
H 3.17357 -10.86159 3.69373
H 2.38118 -7.46278 1.68289
H 4.02907 -7.91044 1.95732
```

Calculated values
Molecular weight ... 797.1 g mol⁻¹
LUMO level ... -3.73 eV
Total charge ... +1
HOMO energy ... -0.4029 Eh

Which charges does Mulliken predict for the atoms? In e, they are:
1 O -0.36
2 P 0.22
3 Cl -0.04
4 N -0.26
5 P 0.30
6 O -0.18
7 O -0.41
8 S -0.23
9 H 0.31
10 H 0.50
11 H 0.32
12 H 0.32
13 H 0.31
14 C 0.60
15 O -0.63
16 N -0.29
17 N -0.30
18 H 0.13
19 H 0.19
20 H 0.17
21 H 0.14
22 C 0.68
23 O -0.66
24 N -0.33
25 N -0.39
26 H 0.16
27 H 0.22
28 H 0.16
29 H 0.19
30 C 0.66
31 O -0.68
32 N -0.34
33 N -0.32
34 H 0.18
35 H 0.19
36 H 0.18
37 H 0.17
38 C 0.74
39 O -0.59
40 N -0.24
41 N -0.47
42 H 0.17
43 H 0.02
44 H 0.23
45 H 0.19
46 C 0.67
47 O -0.69
48 N -0.37
49 N -0.41
50 H 0.17
51 H 0.22
52 H 0.23
53 H 0.16
54 C 0.56
55 O -0.65
56 N -0.34
57 N -0.25
58 H 0.16
59 H 0.21
60 H 0.18
61 H 0.15
62 C 0.53
63 O -0.62
64 N -0.28
65 N -0.34
66 H 0.18
67 H 0.18
68 H 0.21
69 H 0.15
70 C 0.67
71 O -0.64
72 N -0.39
73 N -0.36
74 H 0.16
75 H 0.22
76 H 0.20
77 H 0.16
78 C 0.63
79 O -0.67
80 N -0.20
81 N -0.38
82 H 0.12
83 H 0.17
84 H 0.22
85 H 0.17
86 C 0.61
87 O -0.62
88 N -0.40
89 N -0.33
90 H 0.16
91 H 0.23
92 H 0.18
93 H 0.16

Entry 5:
The following is a DFT calculation (wB97M-V/def2-TZVPD) of C47H51IKN9O7Sb2 as an isolated structure.

The geometry in XYZ format:
```
118
C47H51IKN9O7Sb2 | the OMol25 dataset | wB97M-V/def2-TZVPD
K 17.71797 4.06603 17.31948
C 23.78531 5.43835 15.25571
Sb 21.72275 5.78618 16.06703
C 20.77548 5.35505 14.17423
C 21.71015 7.99094 16.00798
C 21.34374 8.46257 14.65237
C 22.32264 8.46109 13.68048
C 22.08165 8.67739 12.33765
C 20.81749 9.07152 11.95083
C 19.86783 9.17142 12.92672
C 20.03278 8.82669 14.25917
C 18.90346 8.94879 15.23867
Sb 17.61390 7.11338 15.42863
C 16.22141 8.01069 16.78568
C 16.57411 7.74507 13.61248
H 23.86420 5.82409 14.29767
H 23.92294 4.37533 15.13952
H 24.51026 5.79369 15.98225
H 19.70415 5.17328 14.29370
H 21.25228 4.39080 13.84161
H 20.78187 6.13532 13.40243
H 22.72446 8.21828 16.23523
H 21.15014 8.32870 16.82390
H 23.38668 8.30248 13.96352
H 22.90761 8.64008 11.67262
H 20.57196 9.47209 10.97143
H 18.92218 9.57356 12.65037
H 18.12724 9.74872 15.02983
H 19.26740 9.22250 16.20393
H 16.59517 8.98950 17.04494
H 16.11371 7.48378 17.73762
H 15.20225 8.08711 16.38221
H 16.47230 8.84201 13.58683
H 15.57292 7.34532 13.50000
H 17.19141 7.44727 12.77211
O 17.66109 7.27726 20.62402
C 18.00593 6.49040 19.77046
O 17.42055 5.37383 19.51413
C 19.27413 6.65707 18.95802
O 20.38121 6.67259 19.55548
O 19.17608 6.88749 17.68461
C 15.12558 -0.60177 12.75027
C 15.45612 0.35886 13.90623
O 16.56355 0.12648 14.42450
C 14.50090 1.36326 14.33461
C 13.25604 1.45752 13.69104
C 12.21468 2.17275 14.22673
C 12.39047 2.83565 15.44280
C 13.62760 2.80804 16.05461
C 14.78604 2.19161 15.46067
O 15.96439 2.39536 15.85010
H 16.06199 -0.86568 12.22354
H 14.45620 -0.14073 12.04054
H 14.71027 -1.52105 13.27327
H 13.01839 0.80316 12.86780
H 11.31901 2.27361 13.72416
H 11.59965 3.48316 15.90959
H 13.79289 3.44139 16.90218
N 20.33857 3.91190 20.14859
C 21.55585 3.34798 20.24705
O 21.82653 2.16658 20.44868
C 22.61287 4.40379 19.79744
I 24.61424 3.72046 20.08965
H 19.50261 3.33227 20.24943
H 20.25098 4.92284 20.08301
H 22.58177 5.34164 20.39133
H 22.49418 4.62719 18.73675
C 16.06631 3.26651 21.38421
C 16.46599 2.02063 20.69316
N 17.69003 1.63318 20.51114
C 17.65226 0.47558 19.75770
C 16.33748 0.16453 19.46853
N 15.55301 1.14442 20.07504
C 14.15085 1.30134 20.02931
N 13.52594 0.98719 21.31595
N 12.20842 1.17215 21.39533
N 11.84883 0.87094 22.57408
C 12.89809 0.45979 23.31677
C 13.01665 0.23712 24.69359
C 14.23395 -0.09613 25.21503
C 15.39892 -0.09888 24.36478
C 15.36200 0.17850 23.04322
C 14.04643 0.51784 22.50555
H 16.74837 4.07937 21.01642
H 16.15826 3.16286 22.48377
H 15.01750 3.53275 21.17840
H 18.51112 -0.03578 19.40763
H 15.91268 -0.58299 18.79164
H 13.72806 0.67613 19.28563
H 13.95517 2.33234 19.87321
H 12.20144 0.37826 25.33506
H 14.49253 -0.17978 26.30982
H 16.36298 -0.18098 24.89738
H 16.25868 0.26572 22.42628
N 22.32581 -1.98256 14.98598
C 22.31825 -3.23224 14.42943
C 23.29377 -4.05570 13.86699
C 22.93003 -5.34528 13.54545
C 21.60463 -5.81258 13.69893
C 20.61696 -5.00045 14.24660
C 20.98677 -3.68401 14.60367
N 20.25925 -2.72476 15.24410
C 21.08240 -1.71992 15.42263
C 20.59228 -0.44631 15.99294
C 19.24222 -0.09034 15.87509
C 18.79408 1.06759 16.41765
N 19.58080 1.94040 17.07811
C 20.85792 1.55301 17.19458
C 21.42281 0.42208 16.66821
H 22.97687 -1.20550 14.94128
H 24.34093 -3.71087 13.84777
H 23.70738 -6.00303 13.14142
H 21.33091 -6.82379 13.41950
H 19.59408 -5.35347 14.37846
H 18.50270 -0.63290 15.32154
H 17.73009 1.24476 16.26782
H 21.53008 2.13426 17.79179
H 22.43806 0.17524 16.92999
```

Calculated values
Molecular weight ... 1263.5 g mol⁻¹
LUMO level ... 3.43 eV
Total charge ... -2
HOMO energy ... -0.1142 Eh

These are the Mulliken partial charges, in e, on atoms 1 to 99:
1 K 1.08
2 C -1.68
3 Sb 0.79
4 C -1.08
5 C -1.86
6 C 0.62
7 C -0.29
8 C -0.69
9 C -0.81
10 C -0.41
11 C 1.02
12 C -1.91
13 Sb 0.12
14 C -1.28
15 C -1.48
16 H 0.56
17 H 0.41
18 H 0.39
19 H 0.14
20 H 0.47
21 H 0.30
22 H 0.74
23 H 0.50
24 H 0.31
25 H 0.43
26 H 0.38
27 H 0.39
28 H 0.58
29 H 0.73
30 H 0.42
31 H 0.26
32 H 0.44
33 H 0.39
34 H 0.40
35 H 0.36
36 O -0.78
37 C 0.40
38 O -0.57
39 C 0.14
40 O -0.81
41 O -0.11
42 C -1.40
43 C 0.60
44 O -0.48
45 C 0.74
46 C -0.67
47 C -0.80
48 C -0.56
49 C -0.52
50 C 0.07
51 O -0.41
52 H 0.34
53 H 0.43
54 H 0.23
55 H 0.15
56 H 0.44
57 H 0.29
58 H 0.50
59 N 0.15
60 C 0.64
61 O -0.66
62 C -0.46
63 I -0.06
64 H 0.01
65 H 0.15
66 H 0.56
67 H -0.36
68 C -1.03
69 C 0.30
70 N -0.21
71 C -1.04
72 C -0.12
73 N 0.69
74 C -1.06
75 N 0.83
76 N -0.98
77 N -0.69
78 C -0.09
79 C -0.62
80 C -0.52
81 C -0.50
82 C -0.54
83 C 1.61
84 H 0.12
85 H 0.22
86 H 0.33
87 H 0.59
88 H 0.44
89 H 0.41
90 H 0.44
91 H 0.46
92 H 0.26
93 H 0.33
94 H 0.35
95 N -0.04
96 C 0.42
97 C -0.89
98 C -0.42
99 C -0.41